DFT (ωB97M-V/def2-TZVPD) results for a molecular structure, C28H30BrIN4ORhS2 in a non-equilibrium geometry.

XYZ file:
```
68
Properties=species:S:1:pos:R:3:forces:R:3
Rh -0.4600 -0.5252 0.1530 0.6 2.8 0.5
C -0.4351 3.7836 -0.9172 0.1 0.1 0.2
C -0.9872 2.4716 -0.4292 0.1 0.1 0.1
N -0.1364 1.5479 -0.0564 0.4 -1.6 -0.3
N 1.1980 1.9226 0.0043 -0.2 0.9 1.0
C 2.0567 1.0012 -0.1196 0.1 -0.5 -0.8
S 1.6379 -0.6025 -0.7223 0.0 -0.8 0.4
S 3.7657 1.2304 0.1355 0.2 0.0 0.1
C 3.9180 2.5737 1.3785 -0.2 0.0 -0.3
C 3.7154 3.9829 0.9000 0.0 0.1 0.1
C 2.5042 4.6415 1.0878 0.0 0.0 0.1
C 2.3437 5.9517 0.6599 0.0 0.0 0.0
C 3.3936 6.6181 0.0420 0.0 0.0 0.0
C 4.6139 5.9768 -0.1233 0.0 0.0 0.0
C 4.7724 4.6680 0.3071 0.0 -0.1 -0.1
C -2.4174 2.2984 -0.3807 -0.2 0.0 -0.1
C -3.2532 3.3928 -0.7176 0.2 0.0 0.0
C -4.6154 3.3031 -0.6955 -0.1 0.0 0.0
C -5.2140 2.0828 -0.3563 0.0 0.0 0.0
C -4.4412 1.0057 -0.0061 -0.1 -0.1 0.2
C -3.0351 1.0911 0.0270 0.3 0.2 0.1
O -2.3769 0.0559 0.4748 -0.5 -1.1 0.2
H 0.6379 3.7302 -1.0468 0.0 0.1 0.0
H -0.6512 4.5699 -0.1908 0.0 0.0 0.0
H -0.9011 4.0592 -1.8605 -0.1 0.0 0.0
H 4.9532 2.4184 1.6839 0.0 0.0 0.1
H 3.2698 2.3231 2.2174 0.0 0.0 0.0
H 1.6861 4.1252 1.5778 0.0 0.0 0.0
H 1.3986 6.4583 0.8172 0.0 0.0 0.0
H 3.2616 7.6341 -0.3087 0.0 0.0 0.1
H 5.4455 6.5012 -0.5771 0.0 0.0 0.0
H 5.7276 4.1679 0.1795 0.0 0.0 0.0
H -2.8129 4.3412 -0.9892 0.0 0.0 0.0
H -5.2206 4.1670 -0.9312 0.0 0.0 -0.1
H -6.2936 1.9905 -0.3740 0.0 0.0 0.0
H -4.8802 0.0572 0.2757 0.0 0.0 0.0
C -1.2827 -1.2020 2.9353 -0.2 -0.1 0.4
C -1.1189 -1.1247 4.4854 0.3 0.1 -0.2
N 0.1464 -0.4804 4.8209 0.0 0.0 0.3
C 1.2578 -1.2288 4.2448 -0.3 0.1 -0.1
C 1.1277 -1.2753 2.6880 0.3 -0.1 0.2
N -0.1054 -0.5525 2.3023 -0.7 0.2 -1.6
C -0.0238 0.8587 2.7587 0.1 0.2 0.3
C 0.1541 0.8812 4.3056 0.0 -0.3 -0.2
H -2.1806 -0.6925 2.5947 0.1 0.0 -0.1
H -1.3223 -2.2381 2.6012 0.1 0.1 -0.1
H -1.1264 -2.1247 4.9187 0.0 0.0 0.0
H -1.9317 -0.5504 4.9279 0.0 0.0 0.0
H 1.2491 -2.2386 4.6550 0.0 0.0 0.0
H 2.1917 -0.7491 4.5354 0.0 0.0 0.0
H 1.0528 -2.3017 2.3358 0.0 0.1 -0.1
H 1.9801 -0.8068 2.1983 -0.1 0.1 0.0
H -0.9354 1.3673 2.4515 0.0 -0.1 0.0
H 0.8200 1.3329 2.2619 0.0 -0.1 0.0
H -0.6550 1.4411 4.7730 0.0 0.0 0.0
H 1.0979 1.3532 4.5784 0.0 0.0 0.0
Br -0.1162 -4.8426 2.0279 0.0 -0.1 0.0
C 0.2499 -5.2987 0.2313 0.0 0.0 -0.1
C 1.0125 -6.4329 -0.0056 0.0 0.0 0.0
C 1.3076 -6.8085 -1.3073 0.0 0.0 0.0
C 0.8341 -6.0622 -2.3748 0.0 0.0 0.0
C 0.0623 -4.9348 -2.1436 0.0 0.1 -0.1
C -0.2244 -4.5525 -0.8422 0.0 0.1 0.1
I -1.5018 -2.9026 -0.5844 0.0 -0.2 0.2
H 1.3598 -7.0218 0.8319 0.0 0.0 0.0
H 1.9093 -7.6907 -1.4831 0.0 0.0 0.0
H 1.0484 -6.3576 -3.3930 0.0 0.0 0.0
H -0.3231 -4.3581 -2.9744 0.0 0.0 0.0
```
Positions in Å, forces in eV/Å.

Its charge is +1. The calculation puts the orbital gap (alpha / beta) at 0.2126 / 0.2125 Ha.


DFT (ωB97M-V/def2-TZVPD) results for a molecular structure, C13H30B3Cl2N3O8 in a non-equilibrium geometry.

XYZ file:
```
59
Properties=species:S:1:pos:R:3:forces:R:3
N 3.4131 8.1166 1.0103 2.5 0.7 0.8
C 2.3107 8.0981 0.7543 -3.6 -1.3 -1.4
O 1.0878 7.7373 0.3647 1.0 0.0 0.2
B 1.1629 6.4700 -0.2788 -0.9 -0.8 -1.1
O 0.7515 5.2750 0.3486 2.1 1.7 0.8
B 1.9819 4.6779 0.7057 0.0 -0.7 0.6
Cl 2.1771 3.7982 2.2463 -0.2 0.5 -1.1
O 3.0864 4.8100 -0.1478 -1.7 0.5 -0.4
B 2.7719 5.4093 -1.3714 1.0 0.0 -1.8
Cl 3.7991 5.0845 -2.8259 -0.7 0.1 1.2
O 1.7048 6.3023 -1.5698 0.8 -0.2 2.4
C -2.8423 -1.0927 -0.3108 0.0 0.1 -0.3
O -3.5667 -0.0118 -0.8743 0.0 -0.1 0.3
C -3.7481 1.0801 0.0219 -0.3 0.3 -0.4
C -2.9090 2.2751 -0.4056 0.2 -0.3 0.1
N -1.4856 2.0247 -0.1925 -0.1 0.0 -0.1
C -0.6059 3.0112 -0.8181 -0.2 -0.4 -0.1
C -0.6424 3.1313 -2.3449 0.4 0.2 0.1
O -0.1360 1.9980 -3.0310 -0.3 0.2 0.0
C -1.0671 0.9434 -3.2137 0.3 -0.1 0.0
H -2.9228 -1.9413 -0.9911 0.0 0.1 0.0
H -1.7846 -0.8423 -0.2076 0.0 -0.1 0.1
H -3.2545 -1.3845 0.6598 0.0 0.0 0.0
H -3.5435 0.8009 1.0602 0.2 -0.1 -0.1
H -4.8042 1.3607 -0.0417 0.0 0.0 0.0
H -3.2091 3.1530 0.1757 0.0 0.0 0.0
H -3.1289 2.4710 -1.4617 -0.2 0.1 0.0
H -1.2515 1.1119 -0.5647 0.0 0.0 0.1
H 0.4159 2.7406 -0.5300 0.0 0.0 -0.1
H -0.8087 3.9869 -0.3805 -0.2 -0.1 -0.1
H 0.0222 3.9589 -2.6167 0.0 0.0 0.0
H -1.6331 3.4071 -2.7230 -0.1 -0.1 0.0
H -2.0898 1.3080 -3.3376 0.0 0.0 0.1
H -1.0133 0.2391 -2.3801 -0.2 0.0 0.0
H -0.7844 0.3975 -4.1150 0.0 0.1 0.0
C -0.7917 -6.1710 2.1957 0.0 0.2 0.2
O 0.3115 -5.5307 2.8138 -0.1 -0.3 -0.3
C 1.5756 -5.9605 2.3136 0.3 0.3 0.3
C 2.2415 -4.8602 1.4996 -0.4 -0.1 -0.1
N 1.5485 -4.6409 0.2332 0.1 0.1 0.1
C 1.9688 -3.4319 -0.4759 -0.3 -0.1 0.0
C 1.7315 -2.0832 0.2099 0.2 0.1 -0.4
O 0.3623 -1.7296 0.3432 0.2 -0.1 0.2
C -0.2923 -2.2806 1.4752 -0.2 0.1 -0.2
H -1.6849 -5.9250 2.7703 0.1 0.0 0.0
H -0.9366 -5.8087 1.1731 0.0 -0.2 -0.1
H -0.6692 -7.2573 2.1910 0.0 0.0 -0.1
H 1.4970 -6.8895 1.7408 -0.1 0.1 -0.1
H 2.2011 -6.1646 3.1881 0.0 0.0 0.0
H 3.2791 -5.1424 1.2955 0.0 0.0 0.0
H 2.2468 -3.9530 2.1150 0.1 -0.1 0.2
H 0.5537 -4.5737 0.4095 0.1 0.0 0.0
H 1.4222 -3.4230 -1.4233 0.1 0.1 0.0
H 3.0308 -3.5225 -0.7251 0.0 0.0 0.1
H 2.1708 -1.3161 -0.4348 -0.1 0.0 0.0
H 2.2510 -1.9998 1.1708 -0.1 -0.1 0.1
H 0.3774 -2.3970 2.3303 0.0 -0.1 -0.1
H -0.7492 -3.2393 1.2162 0.0 -0.1 0.2
H -1.0994 -1.6060 1.7609 0.1 0.1 0.0
```
Positions in Å, forces in eV/Å.

Its charge is 0. The calculation puts the orbital gap at 0.3186 Ha.


DFT (ωB97M-V/def2-TZVPD) results for 9 unconnected molecules or ions with the total composition C35H76F24N7OP4 in a non-equilibrium geometry.

XYZ file:
```
147
Properties=species:S:1:pos:R:3:forces:R:3
C -8.5377 -4.0168 10.3934 -0.9 -2.0 0.1
C -7.5031 -3.4408 11.3529 -1.2 0.1 -1.1
C -6.1654 -3.9767 10.8873 1.1 1.3 0.8
N -4.9859 -3.3591 11.6649 0.2 -0.5 -0.5
C -4.8058 -1.8900 11.2881 -0.2 0.2 0.1
C -3.5412 -1.2755 11.9291 -0.8 -0.2 -0.5
C -2.2933 -2.0516 11.5714 0.2 0.0 0.1
C -2.4805 -3.5281 11.8390 1.5 0.0 -0.3
C -3.6906 -4.0930 11.1813 -1.1 0.9 0.6
C -5.1974 -3.4991 13.1526 0.8 -0.2 -1.1
H -8.4512 -5.1118 10.3901 0.3 0.1 -0.4
H -8.4647 -3.6471 9.3714 0.4 0.0 0.0
H -9.5967 -3.9372 10.6487 0.2 0.7 0.5
H -7.6994 -3.6950 12.3913 -0.2 -0.1 -0.1
H -7.7226 -2.3837 11.1767 1.1 0.3 0.6
H -5.9601 -3.7295 9.8464 -0.1 -0.1 -0.1
H -6.0394 -5.0509 11.0097 -0.4 -0.1 0.1
H -4.8496 -1.7923 10.1989 0.6 -0.6 -0.1
H -5.7265 -1.3537 11.5258 0.1 -0.1 0.8
H -3.4324 -0.2633 11.5457 -0.3 0.1 0.3
H -3.6991 -1.2303 13.0047 0.1 0.2 0.0
H -2.0253 -1.8450 10.5304 0.0 -0.3 -0.1
H -1.4374 -1.7312 12.1644 -0.1 0.3 0.0
H -1.6106 -4.0500 11.4243 -0.1 -0.1 -0.1
H -2.3719 -3.7141 12.9109 -0.5 -0.2 0.0
H -3.7453 -3.8080 10.1319 0.5 -0.6 -0.2
H -3.7556 -5.1615 11.3768 -0.5 0.0 -0.2
H -4.2273 -3.3213 13.6031 -0.3 0.4 0.3
H -5.4295 -4.5394 13.3715 -0.5 0.1 0.0
H -5.9624 -2.7735 13.4004 0.0 -0.2 0.6
C -1.8707 5.5025 23.4898 0.2 -0.2 -0.8
C -1.0058 5.1291 22.2501 -1.0 0.2 0.2
C -1.9073 4.9403 21.0301 -0.1 -0.2 0.7
N -1.1830 4.9732 19.6941 -0.9 -1.0 1.1
C -0.0154 3.9959 19.7495 -0.1 0.0 -0.2
C 0.5611 3.6817 18.3912 0.5 0.5 -0.7
C -0.4682 3.2671 17.3504 -0.2 -0.3 0.6
C -1.6579 4.1715 17.3379 -2.1 0.3 0.7
C -2.2336 4.4091 18.7440 1.2 0.1 -1.1
C -0.7364 6.3449 19.3148 -2.0 0.2 -0.6
H -1.2881 5.6151 24.4006 0.2 0.3 -0.2
H -2.5877 4.7145 23.7255 -0.1 -0.1 -0.3
H -2.4252 6.4080 23.2481 0.0 0.1 0.4
H -0.5072 4.1884 22.4723 0.4 0.2 -0.2
H -0.3093 5.9185 21.9676 0.3 0.0 0.6
H -2.7473 5.6378 20.9956 0.4 0.5 -0.2
H -2.4389 3.9912 21.1117 0.4 -0.3 -0.2
H -0.3647 3.0716 20.2139 -0.3 0.2 0.1
H 0.7492 4.4289 20.3906 -0.1 0.1 0.0
H 1.2701 2.8704 18.5608 0.2 0.2 -0.2
H 1.0990 4.5615 18.0286 0.3 -0.2 0.0
H -0.8865 2.3106 17.6892 0.3 -0.2 -0.3
H -0.1229 3.1727 16.3221 0.5 -0.2 0.3
H -2.4694 3.5843 16.8942 0.0 0.4 -0.5
H -1.6405 5.1290 16.8162 0.6 -0.2 -0.3
H -2.5274 3.4400 19.1414 -0.1 0.1 0.3
H -3.0736 5.0993 18.7148 0.0 0.0 0.2
H 0.0047 6.7634 19.9834 0.6 -0.4 -0.4
H -1.5967 7.0229 19.3640 -0.2 -0.3 0.6
H -0.6337 6.3297 18.2326 1.4 0.1 0.2
C -3.3020 1.1509 5.5362 1.0 -0.1 0.8
N -3.0419 0.8354 6.9733 -0.9 -1.7 2.2
C -3.8216 1.7458 7.8789 -0.2 0.2 -1.0
C -3.4513 -0.5932 7.2473 0.1 -0.2 -0.6
C -1.5658 0.8756 7.3634 0.6 1.6 -2.2
C -1.1366 0.9971 8.7984 -0.4 -1.8 1.0
O -0.8997 2.3208 9.1423 -0.3 0.5 -0.3
H -2.7545 2.0804 5.3893 -0.7 0.3 -0.5
H -4.3795 1.1205 5.4160 0.0 0.5 -0.3
H -2.8412 0.4073 4.8880 0.0 -0.2 0.2
H -4.8732 1.6445 7.6127 0.0 0.1 0.0
H -3.4794 2.7521 7.6466 -0.1 0.1 0.4
H -3.6897 1.4847 8.9228 0.3 0.1 0.0
H -4.4594 -0.8830 6.9470 -0.2 0.8 -0.2
H -3.3653 -0.8073 8.3086 0.5 0.0 0.0
H -2.7631 -1.1621 6.6288 0.0 -0.5 0.5
H -1.2532 1.8040 6.8720 0.3 0.1 0.2
H -1.1161 0.0926 6.7564 0.2 -0.3 0.6
H -0.2919 0.3309 9.0000 0.5 0.2 -0.6
H -1.8520 0.4620 9.4416 -0.5 0.5 0.2
H -0.7948 2.4345 10.0990 -0.1 -0.2 0.0
C -0.0803 -0.0385 15.1433 2.5 -3.2 1.8
C 1.0787 -1.0178 14.9767 0.3 -0.7 1.9
N 1.5847 -1.1219 13.6225 -1.1 -0.4 -0.5
C 1.8514 -2.3009 12.9525 0.5 -0.1 -1.2
C 2.2684 -1.9443 11.7074 1.1 0.5 -0.4
N 2.3152 -0.5698 11.6605 -1.5 0.3 0.7
C 1.7496 -0.1108 12.7819 1.3 0.2 0.1
C 2.8949 0.3303 10.6716 -0.4 -0.1 -0.1
H -0.3360 0.0952 16.1938 0.2 -0.3 0.2
H -0.9552 -0.4740 14.6573 0.1 0.1 0.0
H 0.1413 0.9454 14.7359 2.7 -2.3 1.9
H 0.8476 -2.0262 15.3280 -0.5 -0.2 -0.6
H 1.9216 -0.8405 15.6504 0.2 0.8 -0.3
H 1.7951 -3.3209 13.2988 -0.1 0.2 0.5
H 2.6447 -2.4330 10.8253 -0.2 -0.6 0.4
H 1.5695 0.9353 12.9709 0.2 -0.1 0.3
H 2.8689 1.3116 11.1388 0.4 0.1 -0.2
H 2.3155 0.3513 9.7493 0.0 -0.2 0.0
H 3.9133 0.0109 10.4678 0.0 0.2 0.1
C 8.9325 -6.2021 10.5874 -0.9 1.4 0.4
C 8.5504 -4.9154 9.8298 0.5 -0.2 -0.7
N 7.3416 -5.1317 9.0352 -0.7 -0.1 0.3
C 7.2930 -5.7506 7.8252 0.9 0.6 -0.6
C 6.0188 -5.7171 7.3838 0.2 -0.9 0.4
N 5.2604 -5.2139 8.4209 1.2 0.6 0.6
C 6.0877 -4.8518 9.4113 0.7 -0.4 -0.2
C 3.8382 -5.2697 8.5413 -1.6 -1.1 -0.8
H 8.9597 -7.0802 9.9495 0.1 0.1 -0.1
H 8.1199 -6.2902 11.3119 0.3 -0.6 0.2
H 9.8702 -6.0358 11.1109 0.0 -0.2 0.0
H 9.3243 -4.6016 9.1262 0.0 -0.1 0.0
H 8.3526 -4.0233 10.4220 0.1 -0.3 0.5
H 8.2102 -6.0656 7.3553 -0.2 0.0 -0.2
H 5.6834 -6.1900 6.4772 -0.6 0.3 0.1
H 5.9013 -4.5202 10.4238 -0.8 0.1 -0.2
H 3.4061 -4.5274 9.2000 0.3 0.0 0.1
H 3.5700 -6.2797 8.8604 0.0 0.3 0.4
H 3.3805 -5.1883 7.5570 0.2 0.4 0.0
P 4.6724 1.7387 14.7107 0.3 0.6 -1.2
F 4.3221 0.1574 14.5144 0.3 0.1 0.3
F 3.7379 2.0375 13.3936 -0.4 0.2 -0.2
F 3.3237 1.9033 15.6192 0.2 -0.2 0.3
F 4.9670 3.3263 14.8721 -0.2 -0.2 0.0
F 5.6047 1.4425 15.9749 -0.3 -0.3 0.0
F 5.9327 1.6207 13.6715 -0.3 -0.3 0.7
P -1.8334 1.9058 12.8698 -1.1 1.3 -0.7
F -2.8859 2.2683 11.6367 0.1 -0.4 0.6
F -2.3330 3.2042 13.6474 -0.1 0.0 0.4
F -2.9301 0.9619 13.6134 -0.5 0.3 -0.6
F -0.8820 1.4653 14.1194 -4.0 6.0 -4.8
F -1.3031 0.6931 11.9811 0.3 -1.1 0.0
F -0.6970 2.8103 12.1127 0.1 -0.1 0.6
P 3.6357 -6.0441 12.6177 0.8 0.0 1.4
F 3.5704 -7.5355 13.2351 -0.4 0.3 -0.6
F 4.0976 -5.5288 14.0812 -0.3 0.6 -0.2
F 5.2258 -6.2283 12.2737 0.0 -0.2 -0.5
F 3.7405 -4.5376 11.9780 0.1 0.3 0.0
F 3.2322 -6.5880 11.1671 -0.2 -0.3 -0.2
F 2.0854 -5.7028 12.9907 0.2 -0.5 -0.2
P 0.4792 -2.8314 7.5857 0.0 -2.6 0.9
F 0.7616 -2.0436 8.9817 0.1 0.3 -0.1
F 0.8820 -1.5440 6.7280 -0.3 0.1 -0.2
F 2.0105 -3.3575 7.5591 0.0 0.6 -0.6
F 0.0469 -3.7132 6.2871 0.6 0.9 -0.2
F 0.1661 -4.1939 8.4587 -0.6 0.7 0.3
F -1.0749 -2.3436 7.6959 -0.2 0.3 0.0
```
Positions in Å, forces in eV/Å.

Its charge is +1. The calculation puts the orbital gap at 0.3128 Ha.


DFT (ωB97M-V/def2-TZVPD) results for a single C5H12N2O molecule in a non-equilibrium geometry.

XYZ file:
```
20
Properties=species:S:1:pos:R:3:forces:R:3
N 1.0670 2.0853 -0.6932 -1.3 -3.3 0.1
C 0.0536 1.1301 -1.3126 -1.0 2.3 2.2
C 0.3647 -0.1765 -0.6773 0.7 -3.9 -0.9
N -0.6470 -0.9415 -0.0363 1.0 1.9 0.7
C -1.5038 -0.0864 0.8590 0.9 -3.1 1.1
C -0.6586 0.6274 1.8693 1.0 1.7 -2.7
C -0.1584 -2.1874 0.5549 1.5 -0.8 0.9
O 1.4568 -0.7268 -0.8921 -1.2 1.5 0.2
H 1.9775 1.8488 -1.0144 0.7 -0.3 -0.3
H 0.8759 2.9949 -0.9095 -0.7 2.8 -0.8
H 0.0020 1.0929 -2.3667 0.9 -0.5 -1.4
H -1.0184 1.4753 -1.1393 1.5 -0.2 0.6
H -2.1304 -0.8479 1.4699 0.4 1.5 -1.4
H -2.0391 0.5894 0.2487 -1.1 0.4 -0.4
H 0.1350 1.3064 1.4613 -1.6 1.0 -1.0
H -1.3028 1.1917 2.4634 -0.3 0.6 2.0
H 0.2050 0.1233 2.1286 0.7 -2.7 2.6
H 0.9360 -2.3527 0.7287 -0.5 1.4 -0.3
H -0.5314 -2.4791 1.5467 -0.8 0.6 -0.5
H -0.2895 -2.9786 -0.1342 -0.8 -1.0 -0.7
```
Positions in Å, forces in eV/Å.

Its energy above the lowest of the compared OMol25 structures with the same formula, charge and spin is 3.021 eV. Its charge is 0. The calculation puts the orbital gap at 0.3745 Ha. As for the SMILES: CCN(C)C(=O)CN.